Below is a 6-piece molecular cluster, C18H36N3O9 overall, with properties calculated with ωB97M-V/def2-TZVPD.

Each line ends with the Mulliken charge.
Positions of all 66 atoms, in Å:
C: 1.1793 -2.7887 -3.2634  -0.806
C: 2.5743 -2.2397 -2.8944  0.598
O: 3.2893 -1.7387 -3.7684  -0.458
N: 3.1683 -2.2387 -1.4694  0.067
H: 2.3263 -1.5467 -0.8924  0.465
H: 2.9603 -2.9987 -1.1954  0.246
C: 4.5233 -1.8497 -1.4194  -0.948
H: 1.2293 -3.8137 -3.5594  0.353
H: 1.0283 -2.0147 -3.9834  0.306
H: 0.3613 -2.5667 -2.3644  0.140
H: 5.0803 -2.5077 -1.9604  0.497
H: 5.0123 -2.0937 -0.4514  0.358
H: 4.8483 -0.7387 -1.7834  0.273
C: -2.4877 -2.8007 2.5946  -1.283
C: -1.1217 -3.1287 3.2426  0.772
O: -1.0797 -3.4187 4.4716  -0.468
N: 0.0113 -2.9737 2.3316  0.359
H: 0.1443 -3.8127 1.7966  0.452
H: -0.1897 -2.2847 1.5006  -0.159
C: 1.3783 -2.6517 3.0076  -0.673
H: -2.8477 -3.2937 1.8236  0.515
H: -2.3567 -1.7387 2.1546  0.050
H: -3.0677 -2.7857 3.2936  0.558
H: 2.3143 -2.6037 2.3126  0.215
H: 1.6943 -3.5887 3.6166  0.384
H: 1.3963 -1.5867 3.3256  0.338
N: 0.3313 -0.2837 0.3726  0.846
O: 1.3513 -0.6657 -0.2714  -0.619
O: 0.5223 0.2323 1.3876  -0.488
O: -0.7097 -1.0027 0.2416  -0.886
C: -2.4517 1.3873 2.8676  -1.093
C: -2.0117 1.0503 4.3336  0.472
C: -3.2157 0.5273 5.2506  -1.712
O: -1.0697 0.0983 4.3136  -0.514
H: -3.0747 2.1633 2.9146  0.665
H: -2.8037 0.4503 2.3356  0.125
H: -1.6517 1.9753 2.2236  0.240
H: -1.6127 1.7393 5.0816  0.271
H: -3.7267 -0.3117 4.7626  0.290
H: -3.9877 1.1943 5.2816  0.474
H: -2.8817 0.1833 6.0696  0.535
H: -0.9187 0.2543 3.4026  0.276
C: -1.9377 1.5153 -2.5804  -1.464
C: -3.1947 1.0913 -1.8764  0.762
C: -4.4347 1.2663 -2.7944  -1.223
O: -3.2167 -0.1587 -1.3884  -0.559
H: -2.3497 2.2863 -3.2764  0.388
H: -1.6287 0.8303 -3.0544  0.538
H: -1.1507 1.9003 -1.9054  0.191
H: -3.0597 1.6243 -0.9494  0.129
H: -4.2817 2.3273 -3.3284  0.318
H: -5.3747 1.3543 -2.2754  0.359
H: -4.3257 0.4803 -3.6084  0.307
H: -2.7307 -0.2887 -0.4354  0.235
C: 2.7543 3.2403 -3.8674  -0.368
C: 3.3623 4.5433 -3.5144  -0.290
C: 3.4833 4.8793 -1.9604  0.267
O: 3.9383 5.9423 -1.6504  -0.485
C: 2.8503 3.8523 -1.0144  -0.550
C: 2.2973 2.5833 -1.4554  -0.211
C: 2.1683 2.3013 -2.9484  0.584
O: 1.6163 1.2923 -3.2384  -0.483
H: 3.0283 2.8343 -4.9434  0.247
H: 4.0113 5.1113 -4.2514  0.347
H: 2.8743 4.0773 0.0906  0.358
H: 1.8403 1.9273 -0.8054  0.569

Properties
HOMO-LUMO gap = 7.615 eV
charge = +1
LUMO = -3.74 eV
relative energy (zero: lowest compared OMol25 entry of this formula, charge and spin) = 4.598 eV

---

Below is C30H22N8O3ReS2 as an isolated structure, with properties calculated with ωB97M-V/def2-TZVPD.

Each line ends with the Mulliken charge.
Positions of all 66 atoms, in Å:
Re: 0.5552 0.3924 0.4159  0.803
N: 2.3627 -1.0495 4.1422  -0.421
C: 1.6264 -0.8607 3.0370  0.672
S: 1.0896 0.7646 2.6688  -0.582
N: 1.2855 -1.8996 2.3297  -1.679
N: 0.5224 -1.5677 1.2399  1.616
C: -0.0825 -2.5470 0.6339  0.964
C: 0.0450 -3.9785 0.9747  -0.690
C: 1.2472 -4.6358 0.7288  -0.079
C: 1.3660 -5.9860 1.0106  -0.754
C: 0.2910 -6.6844 1.5456  -0.432
C: -0.9051 -6.0302 1.7989  -0.780
C: -1.0296 -4.6783 1.5109  -0.062
C: -0.9894 -2.0615 -0.3835  0.213
C: -1.8837 -2.8590 -1.0968  -0.853
C: -2.7552 -2.2606 -1.9801  -0.780
C: -2.7158 -0.8754 -2.1350  -0.825
C: -1.7843 -0.1536 -1.4267  -0.204
N: -0.9262 -0.7243 -0.5657  0.117
H: 2.6788 -0.2704 4.6870  0.209
H: 2.6442 -1.9835 4.3893  0.234
H: 2.0869 -4.0783 0.3324  0.468
H: 2.3005 -6.4963 0.8178  0.406
H: 0.3885 -7.7387 1.7683  0.405
H: -1.7413 -6.5699 2.2232  0.404
H: -1.9625 -4.1652 1.7139  0.488
H: -1.8819 -3.9274 -0.9391  0.604
H: -3.4611 -2.8582 -2.5410  0.461
H: -3.3834 -0.3636 -2.8131  0.485
H: -1.6902 0.9170 -1.5563  0.441
O: -3.3057 7.0030 0.8935  -0.580
N: -3.5286 5.8240 0.7305  0.988
O: -4.6278 5.3292 0.5700  -0.567
C: -2.3577 4.9226 0.6202  0.010
C: -1.2092 5.4932 0.2075  -0.853
C: -0.0351 4.6988 0.0093  0.776
C: 1.2048 5.2299 -0.3752  -0.593
C: 2.2720 4.3777 -0.5113  -1.150
C: 2.0952 3.0102 -0.2898  0.000
N: 0.9279 2.4842 0.0549  0.477
C: -0.1223 3.3227 0.2190  0.106
C: -1.3364 2.7374 0.6906  -0.092
N: -1.2720 1.4071 0.9465  -0.068
C: -2.3203 0.8317 1.5153  -0.150
C: -3.4868 1.5337 1.8119  -1.121
C: -3.5853 2.8693 1.5085  -0.677
C: -2.4781 3.5159 0.9282  0.461
H: -1.1819 6.5580 0.0224  0.556
H: 1.3097 6.2938 -0.5448  0.495
H: 3.2511 4.7416 -0.7871  0.446
H: 2.9137 2.3089 -0.3889  0.541
H: -2.2175 -0.2210 1.7439  0.442
H: -4.3095 1.0127 2.2802  0.455
H: -4.4898 3.4144 1.7178  0.589
O: 0.7799 0.6264 -1.7418  -0.529
N: 1.8638 0.1459 -2.3758  0.293
C: 1.8168 0.1689 -3.7266  -0.192
C: 2.8737 -0.2753 -4.4680  -0.787
C: 4.0042 -0.7585 -3.7991  -0.189
C: 4.0218 -0.7792 -2.4290  -0.976
C: 2.9221 -0.3179 -1.6847  0.767
S: 2.8648 -0.3301 0.0322  -0.473
H: 0.8972 0.5633 -4.1297  0.456
H: 2.8159 -0.2451 -5.5454  0.435
H: 4.8578 -1.1166 -4.3580  0.411
H: 4.8740 -1.1517 -1.8790  0.445

Properties
HOMO-LUMO gap = 5.935 eV
charge = +1
LUMO = -3.62 eV
relative energy (zero: lowest compared OMol25 entry of this formula, charge and spin) = 0.116 eV

---

Below is C45H47MnN5O7S as an isolated structure, with properties calculated with ωB97M-V/def2-TZVPD.

Each line ends with the Mulliken charge.
Positions of all 106 atoms, in Å:
Mn: 0.2370 -0.5991 -0.0712  2.710
O: 3.2279 -3.3976 -4.7951  -0.604
C: 2.6997 -2.8407 -3.8647  0.290
C: 3.0584 -1.4588 -3.3193  -0.129
O: 3.9649 -0.7459 -3.6977  -0.669
C: 2.0760 -1.1933 -2.2501  0.783
C: 1.2852 -2.3345 -2.0422  0.846
O: 0.3928 -2.3437 -1.1000  -1.292
C: 1.5355 -3.3603 -3.0328  -0.029
O: 0.9440 -4.4136 -3.2050  -0.725
O: 1.9084 -0.1284 -1.5814  -0.774
O: -0.7477 -0.5980 1.9905  -0.497
S: -0.8712 0.2738 3.2034  0.029
C: -0.2001 1.8988 2.7223  -0.434
C: 0.5206 2.5788 3.8485  0.283
C: 0.1151 3.8295 4.2935  -0.423
C: 0.7971 4.4643 5.3221  -0.895
C: 1.8869 3.8495 5.9164  -0.479
C: 2.2951 2.5959 5.4789  -0.908
C: 1.6143 1.9650 4.4517  0.039
C: -2.6272 0.7082 3.2845  -0.910
C: -2.8529 1.8313 4.2526  0.620
C: -2.5352 1.6781 5.5992  -0.299
C: -2.6809 2.7390 6.4777  -0.697
C: -3.1594 3.9599 6.0239  -0.455
C: -3.4921 4.1155 4.6870  -0.685
C: -3.3317 3.0575 3.8047  -0.264
H: -1.0116 2.5129 2.3331  0.579
H: 0.4834 1.6285 1.9117  -0.100
H: -0.7466 4.3046 3.8433  0.487
H: 0.4709 5.4379 5.6608  0.420
H: 2.4175 4.3422 6.7197  0.406
H: 3.1462 2.1114 5.9367  0.454
H: 1.9401 0.9910 4.1079  0.354
H: -3.1168 -0.2194 3.5822  0.544
H: -2.9340 0.9569 2.2669  0.148
H: -2.1638 0.7272 5.9589  0.430
H: -2.4217 2.6119 7.5197  0.418
H: -3.2782 4.7842 6.7118  0.425
H: -3.8764 5.0611 4.3290  0.411
H: -3.5924 3.1806 2.7604  0.425
C: -6.0170 -0.8777 -5.7041  -1.491
C: -5.0459 -1.0579 -4.5727  0.747
C: -4.2622 -2.1958 -4.4772  -0.905
C: -3.3686 -2.3817 -3.4307  0.584
C: -2.5590 -3.6502 -3.4064  -1.557
C: -3.2517 -1.3697 -2.4535  0.825
C: -2.2970 -1.6268 -1.3708  -1.076
O: -1.8515 -0.7845 -0.5824  -0.395
C: -4.0377 -0.1997 -2.5364  1.521
C: -4.0307 0.9121 -1.5170  -1.504
C: -4.9202 -0.0757 -3.5964  -0.799
H: -5.9539 -1.6970 -6.4176  0.352
H: -5.8250 0.0550 -6.2363  0.344
H: -7.0406 -0.8320 -5.3279  0.327
H: -4.3381 -2.9598 -5.2403  0.306
H: -2.6151 -4.1353 -4.3794  0.388
H: -2.9583 -4.3504 -2.6697  0.366
H: -1.5033 -3.5072 -3.1860  0.174
H: -1.9319 -2.6552 -1.2840  0.512
H: -3.1118 0.9624 -0.9479  -0.165
H: -4.8600 0.7739 -0.8179  0.368
H: -4.1897 1.8660 -2.0218  0.437
H: -5.5291 0.8186 -3.6649  0.436
N: 0.1606 10.2018 -2.7022  -0.495
C: 0.1193 9.0596 -2.5922  0.020
C: 0.0662 7.6304 -2.4438  0.440
C: -0.1560 6.8179 -3.5501  -1.085
C: -0.2134 5.4446 -3.4036  -0.475
C: -0.0489 4.8698 -2.1475  1.788
C: 0.1808 5.6833 -1.0397  -0.670
C: 0.2379 7.0550 -1.1881  -1.085
N: -0.1149 3.4643 -2.0044  0.335
C: -0.3190 2.5280 -3.0055  -0.439
C: -0.3083 1.3168 -2.4060  -1.524
N: -0.1082 1.4699 -1.0499  1.140
C: 0.0047 2.7527 -0.8499  -0.680
H: -0.2821 7.2616 -4.5273  0.448
H: -0.3833 4.8322 -4.2745  0.360
H: 0.3225 5.2618 -0.0576  0.502
H: 0.4189 7.6842 -0.3284  0.449
H: -0.4218 2.7905 -4.0384  0.465
H: -0.3946 0.3474 -2.8652  0.459
H: 0.1856 3.2112 0.1050  0.247
C: 5.6562 -2.5739 2.6566  -1.122
C: 4.7890 -1.4961 3.2902  -0.773
N: 4.0332 -0.7157 2.3188  0.525
C: 4.7783 0.2978 1.5750  -1.210
C: 5.1149 -0.0890 0.1377  -0.460
C: 2.7338 -0.9642 2.0181  0.314
C: 2.0418 -2.1090 2.7071  -1.956
N: 2.0630 -0.2914 1.1420  0.814
H: 6.1665 -3.1516 3.4269  0.421
H: 6.4134 -2.1348 2.0085  0.284
H: 5.0587 -3.2571 2.0545  0.267
H: 5.4185 -0.7951 3.8470  0.426
H: 4.1070 -1.9311 4.0157  0.392
H: 5.6986 0.4670 2.1368  0.486
H: 4.2266 1.2451 1.6112  0.348
H: 5.7771 -0.9528 0.1183  0.277
H: 5.6234 0.7373 -0.3576  0.378
H: 4.2324 -0.3172 -0.4577  -0.078
H: 1.0136 -2.1606 2.3592  0.145
H: 2.0372 -2.0085 3.7929  0.440
H: 2.5442 -3.0446 2.4614  0.432
H: 2.6289 0.3762 0.6248  -0.178

Properties
HOMO-LUMO gap (alpha / beta) = 5.844 / 5.906 eV
LUMO (alpha / beta) = -0.39 / -0.39 eV
multiplicity = 6
relative energy (zero: lowest compared OMol25 entry of this formula, charge and spin) = 1.103 eV

---

Below is a 2-piece molecular cluster, C7H13N3O overall, with properties calculated with ωB97M-V/def2-TZVPD.

Each line ends with the Mulliken charge.
Positions of all 24 atoms, in Å:
C: 1.1606 0.7422 2.3918  -0.851
C: 0.3798 -0.5888 2.3128  -0.545
C: -0.5414 -0.8657 1.1922  0.462
C: -1.6593 -0.1162 0.8935  -0.528
N: -2.2714 -0.8081 -0.1722  -0.088
C: -1.4322 -1.8677 -0.4789  -0.235
N: -0.4597 -1.9836 0.3847  -0.651
H: 2.2489 0.5064 2.4222  0.277
H: 0.9685 1.4585 3.1886  0.330
H: 1.0546 1.2848 1.4416  0.121
H: 1.1532 -1.3750 2.3517  0.316
H: -0.1040 -0.7400 3.2920  0.379
H: -1.7059 0.9571 1.0234  0.335
H: -2.8760 -0.3599 -0.8395  0.268
H: -1.8038 -2.5309 -1.2430  0.387
C: 1.0032 2.4969 -1.9306  -1.180
C: 0.9029 1.0005 -1.5488  0.705
N: 2.0097 0.5044 -0.9195  -0.400
O: 0.0236 0.3368 -2.0456  -0.543
H: 2.0219 2.9048 -1.9668  0.360
H: 0.4897 3.0820 -1.1724  0.257
H: 0.4423 2.5503 -2.8559  0.334
H: 1.8177 -0.3596 -0.4219  0.269
H: 2.7122 1.1678 -0.6517  0.222

Properties
SMILES string = CCc1c[nH]cn1.CC(N)=O
HOMO-LUMO gap = 9.227 eV
LUMO = 0.79 eV
relative energy (zero: lowest compared OMol25 entry of this formula, charge and spin) = 0.832 eV

---

- Which of these has the lowest relative energy (zero: lowest compared OMol25 entry of this formula, charge and spin)?
  C30H22N8O3ReS2